Entry 1:
# C14H16MgN2O5S6Sb

A structure of composition C14H16MgN2O5S6Sb in a non-equilibrium geometry (wB97M-V/def2-TZVPD, the OMol25 dataset).

Last column: Löwdin spin population.
Positions of all 45 atoms, in Å:
1 Mg 0.1955 1.1465 -0.0330  0.009
2 C 1.2558 -2.3933 0.5795  0.000
3 C 1.6769 -1.3207 1.5115  0.003
4 N 1.2585 -0.0999 1.5231  0.007
5 C 1.8056 0.6521 2.5297  0.002
6 C 2.6774 -0.0224 3.3263  0.000
7 S 2.8302 -1.6451 2.7918  0.001
8 C 1.4130 2.0446 2.6623  0.001
9 C 1.9331 2.9370 3.5445  0.000
10 S 1.1866 4.4643 3.3397  0.001
11 C 0.1950 3.8004 2.0473  0.001
12 N 0.4363 2.5457 1.8366  0.002
13 C -0.7780 4.6609 1.3517  0.006
14 H 0.2004 -2.2429 0.3566  0.000
15 H 1.4365 -3.3776 1.0120  0.000
16 H 1.8071 -2.3043 -0.3621  0.000
17 H 3.2231 0.3321 4.1840  0.000
18 H 2.7005 2.7893 4.2853  0.000
19 H -0.5987 5.7158 1.5629  0.000
20 H -1.7977 4.3990 1.6554  0.010
21 H -0.7307 4.4595 0.2821  0.004
22 O 3.8055 1.4689 -1.5515  0.000
23 C 2.6673 1.2197 -1.1632  0.000
24 O 1.9529 1.9424 -0.3815  0.002
25 C 1.9643 -0.1035 -1.5597  0.000
26 O 2.6062 -1.0798 -1.9623  0.000
27 O 0.6996 -0.1018 -1.3623  0.000
28 S -4.0353 3.0312 1.5549  0.289
29 Sb -3.1480 1.4272 0.1012  0.322
30 S -1.8721 -0.1182 1.3323  0.163
31 S -1.4970 2.4934 -1.2406  0.135
32 O -3.2085 -0.5475 -2.2223  0.037
33 S -1.8731 -1.0254 -1.7406  0.003
34 C -1.1006 -1.7586 -3.2403  0.002
35 C -1.7499 -3.1151 -3.4291  0.000
36 C -1.6955 -3.7629 -2.0495  0.000
37 C -2.2762 -2.7248 -1.0985  0.000
38 H -0.0321 -1.8288 -3.0324  0.000
39 H -1.2882 -1.0626 -4.0558  0.000
40 H -1.2490 -3.7119 -4.1970  0.000
41 H -2.7961 -2.9717 -3.7165  0.000
42 H -0.6549 -3.9791 -1.7911  0.000
43 H -2.2582 -4.7005 -2.0090  0.000
44 H -1.9222 -2.7951 -0.0720  0.000
45 H -3.3656 -2.7363 -1.1005  0.000

Atoms 1-3, force components in eV/Å:
Mg -1.05 0.58 0.92
C 0.00 0.04 -0.24
C 0.42 -0.17 0.62

Results
Spin multiplicity ... 2
F_max ... 1.51 eV/Å
Energy ... -3858.56343 a.u.
Total charge ... -2



Entry 2:
# C14H16N

The ion C14H16N with charge +1 in a non-equilibrium geometry (wB97M-V/def2-TZVPD, the OMol25 dataset).

Last column: Mulliken charge in e.
Positions of all 31 atoms, in Å:
1 C -0.4108 2.5011 2.3726  -0.391
2 C 0.7746 1.8114 2.2297  -0.605
3 C -1.4401 2.3014 1.5444  -0.193
4 C 0.8928 0.9275 1.1848  -0.214
5 C -1.3590 1.3889 0.5118  0.701
6 C 0.9908 -1.1541 -0.5347  -0.586
7 C 1.9667 -2.0425 -0.5837  -0.625
8 C -3.0939 -0.7732 1.0478  -0.851
9 C -2.8829 2.0611 -1.2351  -0.972
10 C -3.3023 0.0740 0.0617  -0.407
11 C -2.5112 1.2083 -0.3490  -0.029
12 C 3.3790 -2.6643 -1.1140  -0.160
13 C -0.0824 -0.3964 -0.4716  0.550
14 C 3.7046 -2.1388 -2.4735  -1.152
15 N -0.1558 0.6804 0.3392  0.314
16 H -0.4037 3.2945 3.2222  0.333
17 H 1.6175 1.8831 2.9771  0.361
18 H -2.4710 2.7506 1.5461  0.433
19 H 1.7558 0.4780 0.9756  0.570
20 H 1.9936 -2.7509 0.2781  0.218
21 H 3.1260 -3.6892 -1.1434  0.306
22 H -3.7671 -1.5035 1.3310  0.366
23 H -2.2702 -0.6225 1.7522  0.250
24 H -3.7327 1.9621 -1.9485  0.315
25 H -2.4490 3.0302 -1.3871  0.317
26 H -4.3079 0.1081 -0.3084  0.412
27 H 4.2357 -2.4181 -0.3523  0.308
28 H -0.9609 -0.5565 -1.0639  0.500
29 H 3.7888 -0.9384 -2.5095  0.235
30 H 2.7499 -2.3161 -3.0666  0.301
31 H 4.6250 -2.4964 -2.8332  0.392

Atoms 1-3, force components in eV/Å:
C 1.51 2.69 3.66
C 1.29 -0.76 0.32
C -2.98 -0.04 -1.76

Results
Relative energy (zero: lowest compared OMol25 entry of this formula, charge and spin) ... 133.33 kcal/mol
F_max ... 4.78 eV/Å
Energy ... -597.39326 a.u.
Total charge ... +1



Entry 3:
# C14H16N4O2S

An isolated molecule of C14H16N4O2S in a non-equilibrium geometry (wB97M-V/def2-TZVPD, the OMol25 dataset).

Last column: Mulliken charge in e.
Positions of all 37 atoms, in Å:
1 C 1.0043 1.8078 2.0203  -1.129
2 C 2.2130 1.6455 1.1018  0.012
3 C 3.4816 1.2954 1.8738  -1.294
4 N 1.9348 0.6436 0.0928  0.289
5 C 1.7678 0.8551 -1.2410  -0.020
6 N 1.4698 -0.2475 -1.8563  -0.881
7 N 1.4417 -1.2289 -0.9420  -0.088
8 C 1.7108 -0.6989 0.2218  0.479
9 S 1.7817 -1.5639 1.7240  -0.234
10 C 0.6134 -2.9602 1.5001  -0.486
11 C 0.0721 -3.1962 0.1139  0.422
12 O 0.3701 -4.1630 -0.5362  -0.610
13 N -0.8974 -2.3225 -0.3547  -0.114
14 C -1.3126 -1.1102 0.1595  0.438
15 O -1.0830 -0.7513 1.2935  -0.605
16 C -2.0880 -0.2820 -0.7986  0.773
17 C -1.7800 -0.2406 -2.1567  -0.368
18 C -2.5027 0.5877 -2.9968  -0.900
19 C -3.5354 1.3646 -2.4969  -0.361
20 C -3.8345 1.3354 -1.1439  -0.607
21 C -3.1058 0.5247 -0.2948  -0.401
22 H 0.7995 0.8806 2.5479  0.231
23 H 0.1210 2.0722 1.4427  0.320
24 H 1.1976 2.5923 2.7462  0.460
25 H 2.3760 2.5797 0.5496  0.240
26 H 4.3153 1.1463 1.1907  0.361
27 H 3.3364 0.3862 2.4518  0.310
28 H 3.7289 2.1061 2.5535  0.437
29 H 1.8699 1.8121 -1.7090  0.406
30 H 1.1643 -3.8509 1.8042  0.480
31 H -0.2063 -2.7561 2.1904  0.321
32 H -1.1744 -2.5334 -1.3069  0.210
33 H -0.9468 -0.8046 -2.5502  0.273
34 H -2.2551 0.6279 -4.0468  0.396
35 H -4.1004 2.0022 -3.1605  0.390
36 H -4.6318 1.9486 -0.7512  0.396
37 H -3.3158 0.4963 0.7641  0.453

Atoms 1-3, force components in eV/Å:
C 0.09 0.11 -0.16
C 0.01 0.35 0.52
C -0.10 0.12 -0.24

Results
SMILES string ... CC(C)n1cnnc1SCC(=O)NC(=O)c1ccccc1
Relative energy (zero: lowest compared OMol25 entry of this formula, charge and spin) ... 6.72 kcal/mol
F_max ... 1.08 eV/Å
Energy ... -1310.80160 a.u.



- Which formula does entry 2 have?
  C14H16N